{"formula": "C17H23F5N3NaO7STe", "method": "the ωB97M-V functional and the def2-TZVPD basis", "total_charge": -2, "homo_lumo_gap_ev": 7.104, "elements": ["Na", "O", "C", "C", "N", "C", "C", "O", "O", "C", "C", "O", "O", "H", "H", "H", "H", "H", "H", "H", "H", "H", "C", "C", "O", "C", "C", "C", "C", "C", "C", "H", "H", "H", "H", "H", "H", "H", "H", "S", "C", "N", "C", "C", "N", "H", "H", "H", "H", "H", "H", "F", "Te", "F", "F", "F", "F", "O"], "xyz": [[1.08970, -1.10653, 0.30781], [-2.88144, -1.98103, 0.41577], [-2.40701, -2.40677, 1.69907], [-1.63592, -1.34079, 2.47762], [-0.17740, -1.23585, 2.25729], [0.52933, -2.47392, 2.62139], [0.56389, -3.51707, 1.45000], [0.62297, -4.72552, 1.76586], [0.54188, -3.00927, 0.28204], [0.33175, -0.01854, 2.91549], [0.43962, 1.17409, 1.95868], [-0.28144, 2.14251, 2.13145], [1.28520, 1.08097, 0.93797], [-2.11763, -1.73721, -0.12804], [-1.82373, -3.31992, 1.60830], [-3.30145, -2.64831, 2.27368], [-1.81570, -1.53073, 3.54740], [-2.07504, -0.37284, 2.22810], [0.10786, -2.94919, 3.51000], [1.58101, -2.24426, 2.82777], [1.33077, -0.20214, 3.30511], [-0.30233, 0.28941, 3.74455], [-0.45467, 2.37788, -1.37206], [-1.55000, 1.60562, -0.69563], [-1.41029, 0.49113, -0.24034], [-2.90750, 2.24429, -0.50620], [-3.93726, 1.44028, -0.02733], [-5.19856, 1.97276, 0.19342], [-5.44106, 3.32087, -0.06308], [-4.41467, 4.12908, -0.54009], [-3.15011, 3.58932, -0.76192], [0.34362, 1.70135, -1.63458], [-0.04287, 3.09995, -0.65239], [-0.81324, 2.90135, -2.26608], [-3.71926, 0.38924, 0.16194], [-5.99463, 1.34271, 0.57676], [-6.42638, 3.74064, 0.11038], [-4.59607, 5.18275, -0.73067], [-2.34560, 4.22650, -1.12303], [0.12624, -0.88681, -3.34748], [1.78120, -1.18554, -3.29031], [2.78813, -0.32301, -3.58403], [4.12619, -0.91161, -3.33165], [3.80158, -2.35000, -2.90081], [2.32997, -2.41103, -3.03623], [2.63634, 0.64060, -3.32542], [4.64847, -0.36946, -2.55103], [4.72127, -0.88792, -4.24405], [4.10641, -2.52866, -1.87356], [4.27070, -3.08703, -3.55201], [1.80244, -2.98226, -2.38435], [3.10347, 0.06373, 2.21991], [3.33904, 0.73120, 0.42608], [5.04132, 0.07084, 1.01974], [3.69792, 2.30916, 1.33012], [2.53236, 1.90071, -0.87874], [4.72476, 1.33287, -0.81090], [2.87586, -0.74859, -0.45166]], "atomic_forces_ev_per_a": [[-1.5, 0.8, -0.3], [0.2, -0.1, 0.3], [0.2, 0.3, -0.4], [0.3, 0.1, -0.2], [-0.4, -0.1, 0.5], [0.0, 0.0, -0.5], [-0.2, -0.4, -0.5], [0.0, 0.8, -0.1], [-0.4, -2.0, 0.8], [0.2, -0.3, -0.1], [0.6, 0.0, -0.5], [0.1, 0.0, -0.1], [-1.1, 0.1, 0.8], [0.0, 0.0, 0.2], [0.1, -0.2, 0.0], [-0.1, 0.0, 0.0], [0.0, 0.0, 0.2], [0.0, 0.0, 0.1], [-0.1, -0.1, 0.2], [-0.1, 0.1, 0.0], [0.0, -0.1, -0.1], [-0.2, 0.0, 0.2], [-0.1, 0.1, 0.1], [-0.2, 0.0, 0.3], [0.4, 0.0, -0.4], [0.1, 0.2, -0.1], [-0.1, -0.2, 0.1], [0.0, 0.1, 0.0], [0.1, 0.0, 0.0], [0.0, -0.1, 0.0], [0.0, 0.1, 0.0], [0.2, -0.1, 0.0], [-0.1, -0.1, -0.1], [0.0, -0.1, 0.2], [-0.1, 0.2, 0.0], [0.1, 0.0, -0.1], [0.0, 0.0, 0.0], [0.0, -0.1, 0.0], [-0.1, -0.1, 0.1], [0.6, 0.1, 0.2], [0.2, -0.4, -0.1], [0.4, 0.0, 0.1], [-0.6, 0.2, 0.0], [-0.6, 0.1, 0.0], [0.2, 0.0, 0.3], [-0.1, 0.0, 0.0], [0.0, 0.2, 0.1], [0.0, 0.0, -0.1], [-0.1, 0.0, 0.1], [0.0, 0.0, -0.1], [0.0, 0.0, -0.2], [-0.4, -0.3, 0.3], [1.7, 1.0, -0.5], [0.3, -0.4, 0.3], [0.0, 0.5, 0.3], [-0.5, 0.1, -0.2], [0.1, 0.0, -0.5], [1.2, -0.1, -0.6]], "mulliken_charge": [1.26, -0.59, -0.57, -1.08, 0.60, -0.75, 0.36, -0.86, -0.73, -0.96, 0.17, -0.74, 0.15, 0.37, 0.19, 0.43, 0.46, 0.48, 0.30, 0.46, 0.53, 0.32, -1.20, 0.56, -0.16, 0.41, -0.34, -0.65, -0.33, -0.72, -0.39, -0.22, 0.34, 0.56, 0.63, 0.39, 0.35, 0.36, 0.35, -0.40, -0.09, -0.18, -0.19, -0.31, -0.22, 0.32, 0.01, 0.30, 0.14, 0.32, 0.35, -0.46, 1.73, -0.44, -0.37, -0.45, -0.47, -1.32]}

=====

{"formula": "C17H23F5NO2P2SSn", "method": "the ωB97M-V functional and the def2-TZVPD basis", "total_charge": 3, "homo_lumo_gap_ev": 4.022, "elements": ["Sn", "P", "C", "C", "N", "C", "C", "C", "C", "C", "P", "H", "H", "H", "H", "H", "H", "H", "H", "O", "H", "H", "O", "H", "C", "H", "H", "H", "C", "H", "H", "H", "C", "H", "H", "H", "C", "H", "H", "H", "F", "C", "C", "F", "C", "F", "C", "S", "C", "F", "C", "F"], "xyz": [[-0.19464, 0.53319, 0.14458], [2.17186, -0.63653, 0.16572], [2.16097, -0.91388, -1.59054], [0.94163, -1.25794, -2.22078], [-0.26997, -0.75383, -1.71282], [-1.44641, -1.23792, -2.18687], [-1.48179, -2.24726, -3.14644], [-0.29258, -2.69342, -3.73718], [0.90371, -2.12520, -3.34536], [-2.75995, -0.72014, -1.60672], [-2.56397, 0.92271, -0.79708], [1.86701, -2.41130, -3.77720], [-2.44976, -2.67163, -3.40744], [-0.30528, -3.48685, -4.47574], [-3.52154, -0.60635, -2.40010], [-3.17709, -1.43078, -0.86934], [2.23101, 1.24879, -2.68356], [3.07353, -0.87500, -2.24648], [0.91655, 3.04626, -2.24639], [2.36181, 2.13346, -3.02061], [3.32685, 2.24813, -2.89427], [0.12597, 2.46612, -0.78074], [0.31110, 3.33032, -1.51849], [0.77284, 4.03058, -1.02171], [-2.77790, 2.08295, -2.15264], [-3.76561, 1.93392, -2.60447], [-2.71908, 3.10864, -1.77355], [-2.01978, 1.93885, -2.92954], [-3.97172, 1.10643, 0.33558], [-3.86647, 2.07032, 0.86560], [-4.91796, 1.09713, -0.24035], [-3.97290, 0.28727, 1.07770], [2.07599, -2.35398, 0.71352], [3.10851, -2.72137, 0.69149], [1.61900, -2.42348, 1.70484], [1.48431, -2.91059, -0.02181], [3.77022, 0.07223, 0.63381], [3.71262, 0.34815, 1.69718], [4.54698, -0.69235, 0.48901], [4.02325, 0.96982, 0.05102], [1.20922, 1.04766, 6.73202], [0.65449, 0.55117, 5.60606], [-0.10369, 1.37863, 4.76659], [-0.28816, 2.67394, 5.11532], [-0.65742, 0.86153, 3.59940], [-1.45020, 1.67048, 2.82492], [-0.45625, -0.47847, 3.21856], [-1.08351, -1.20881, 1.75943], [0.29194, -1.29052, 4.09201], [0.47602, -2.60112, 3.76017], [0.83852, -0.79688, 5.27052], [1.53769, -1.61302, 6.09313]], "atomic_forces_ev_per_a": [[-1.5, 0.0, 1.2], [1.8, -0.5, -2.2], [0.7, 0.0, 0.1], [-1.5, 0.2, -0.7], [0.5, -1.2, 0.0], [0.2, 0.4, 0.7], [0.5, -0.3, -0.3], [-0.6, 0.1, 0.1], [0.8, 0.3, 0.7], [0.2, 0.2, 0.0], [-1.3, -0.7, -0.1], [-0.4, -0.1, 0.0], [0.3, 0.0, -0.1], [0.0, 0.1, -0.1], [0.3, -0.2, 0.2], [0.3, 0.1, -0.3], [-0.2, -0.6, -0.1], [-0.8, 0.1, 0.8], [0.6, -0.3, -0.3], [0.4, 0.3, 0.5], [-0.5, 0.4, -0.4], [0.7, 1.4, -1.3], [-0.5, -1.0, 1.4], [-0.1, 0.3, 0.0], [0.1, 0.4, -0.2], [0.1, 0.0, 0.1], [0.0, -0.1, -0.1], [-0.1, 0.0, 0.1], [0.0, 0.1, 0.2], [-0.2, -0.4, -0.2], [0.5, 0.0, 0.3], [0.0, 0.4, -0.3], [-0.5, -0.5, 0.4], [-0.2, 0.0, 0.1], [0.2, -0.1, -0.1], [0.0, 0.0, 0.4], [0.0, 0.2, 0.2], [0.2, -0.1, -0.2], [-0.2, 0.2, 0.1], [-0.2, -0.3, 0.2], [-0.8, -0.6, -1.5], [0.5, 0.2, 0.8], [0.0, 1.0, 0.5], [0.1, -1.4, -0.5], [-0.4, 0.0, 0.0], [0.8, -0.6, 0.3], [0.6, 0.3, 0.9], [0.1, 0.9, -1.2], [0.0, -0.5, -0.3], [0.0, 1.3, 0.4], [0.5, -0.6, 0.9], [-0.8, 1.0, -1.0]], "mulliken_charge": [0.53, 0.75, -1.27, 0.93, 0.19, 0.51, -0.72, -0.62, -0.93, -1.18, 0.60, 0.49, 0.56, 0.49, 0.67, 0.48, 0.35, 0.67, 0.48, -0.74, 0.36, 0.12, -0.32, 0.46, -1.27, 0.47, 0.41, 0.36, -1.15, 0.40, 0.45, 0.36, -0.92, 0.46, 0.24, 0.34, -1.20, 0.43, 0.46, 0.38, -0.23, 0.65, -0.10, -0.26, 0.24, -0.28, 0.63, -0.22, -0.09, -0.37, 0.20, -0.24]}

=====

{"formula": "C17H23F6N2O8PS2", "method": "the ωB97M-V functional and the def2-TZVPD basis", "total_charge": 0, "homo_lumo_gap_ev": 7.672, "smiles": "COCCC[C@]1(C(=O)C(F)(F)C(F)(F)C(F)(F)C(=O)O)OS(=O)(=O)O[C@@]1(CCN)[PH2]=S.c1cc[nH]c1", "elements": ["C", "O", "C", "C", "C", "C", "C", "O", "C", "F", "F", "C", "F", "F", "C", "F", "F", "C", "O", "O", "O", "S", "O", "O", "O", "C", "C", "C", "N", "P", "S", "H", "H", "H", "H", "H", "H", "H", "H", "H", "H", "H", "H", "H", "H", "H", "H", "H", "H", "C", "C", "C", "N", "C", "H", "H", "H", "H", "H"], "xyz": [[-3.10005, -3.45843, -3.26227], [-3.44455, -2.35399, -2.46165], [-3.14163, -2.50633, -1.08538], [-2.07592, -1.51410, -0.62105], [-0.79413, -1.62986, -1.44921], [0.20679, -0.43619, -1.33251], [1.23645, -0.83925, -0.27831], [2.05681, -1.67528, -0.51955], [1.16798, -0.26970, 1.17598], [1.57448, -1.26382, 1.99030], [-0.08786, 0.04386, 1.51683], [2.09902, 0.94902, 1.42232], [1.40083, 2.06003, 1.12531], [3.14533, 0.89324, 0.60120], [2.56204, 1.09223, 2.89628], [2.96417, 2.35603, 3.07559], [1.47205, 0.90563, 3.68870], [3.69776, 0.15498, 3.37632], [4.37324, -0.48059, 2.64024], [3.87109, 0.21945, 4.71192], [-0.48280, 0.78326, -0.97805], [-1.13856, 1.43361, -2.29337], [-2.50741, 1.11363, -2.42425], [-0.68846, 2.78118, -2.31335], [-0.32236, 0.54420, -3.34003], [0.84249, -0.01752, -2.68745], [1.60380, -1.03077, -3.52731], [0.92465, -2.29729, -4.04522], [-0.23320, -1.99568, -4.88919], [2.09155, 1.46164, -2.50317], [3.97976, 1.08526, -2.73982], [-2.01328, -3.61158, -3.31827], [-3.47484, -3.26392, -4.26789], [-3.55794, -4.38645, -2.89332], [-2.83577, -3.54123, -0.88504], [-4.05983, -2.29655, -0.52727], [-1.87908, -1.74362, 0.43355], [-2.50742, -0.51535, -0.65516], [-0.27133, -2.52832, -1.10757], [-1.05045, -1.77253, -2.50054], [3.02277, 0.19467, 5.17929], [1.96982, -0.47712, -4.40206], [2.49463, -1.31420, -2.96497], [1.70693, -2.85770, -4.57759], [0.60458, -2.94690, -3.22720], [-0.59246, -2.85766, -5.28783], [0.06160, -1.43528, -5.68378], [1.77145, 2.06502, -1.28410], [1.55880, 2.30779, -3.47942], [-2.61127, 3.51787, 5.62379], [-1.72738, 4.08645, 6.58157], [-0.45013, 3.81874, 6.16697], [-0.52916, 3.11058, 4.99915], [-1.84095, 2.92397, 4.66003], [-3.68789, 3.54432, 5.64068], [-1.99928, 4.63031, 7.47062], [0.50202, 4.07219, 6.60075], [0.25576, 2.77871, 4.46979], [-2.11328, 2.38937, 3.76599]], "atomic_forces_ev_per_a": [[0.0, -0.2, -0.1], [0.1, 0.0, 0.0], [0.0, 0.1, -0.1], [-0.1, -0.1, 0.2], [0.0, -0.1, 0.0], [-0.2, -0.4, 0.0], [0.1, 0.4, 0.0], [-0.2, 0.2, 0.0], [0.3, -0.2, 0.0], [0.1, -0.2, 0.2], [-0.3, 0.1, 0.0], [-0.3, 0.0, 0.2], [-0.2, 0.3, 0.0], [0.3, 0.0, -0.1], [0.1, -0.3, -0.2], [0.2, 0.4, 0.0], [-0.2, 0.0, 0.2], [-0.3, 0.0, 0.1], [0.2, 0.1, 0.0], [0.0, -0.5, -0.1], [-0.2, -0.2, -0.1], [0.2, 0.1, 0.0], [0.0, 0.0, 0.0], [-0.1, 0.0, -0.1], [0.0, 0.0, -0.1], [0.6, 0.2, 0.4], [-0.5, -0.1, -0.5], [0.0, -0.1, 0.0], [0.1, -0.2, -0.1], [0.7, -0.3, -0.2], [-0.2, 0.0, 0.1], [-0.1, 0.0, 0.0], [0.0, 0.0, 0.1], [0.0, 0.1, 0.0], [0.0, 0.1, 0.1], [0.1, -0.2, 0.0], [0.0, 0.1, -0.1], [0.1, -0.1, -0.1], [0.1, 0.0, -0.3], [-0.1, 0.2, 0.1], [0.0, 0.3, -0.1], [0.1, -0.1, 0.1], [-0.1, 0.1, 0.0], [0.0, 0.1, 0.1], [0.0, 0.1, 0.0], [0.0, 0.1, 0.1], [-0.1, 0.1, 0.1], [-0.2, 0.1, -0.1], [-0.2, 0.1, 0.1], [0.0, 0.0, 0.0], [0.0, 0.0, 0.0], [0.0, 0.0, 0.0], [0.0, 0.0, 0.0], [0.0, 0.0, 0.0], [0.0, 0.0, 0.0], [0.0, 0.0, 0.0], [0.0, 0.0, 0.0], [0.0, 0.0, 0.0], [0.0, 0.0, 0.0]], "mulliken_charge": [-0.59, -0.37, -0.94, -0.59, -1.31, 1.85, -1.28, -0.51, 1.20, -0.34, -0.26, 0.70, -0.33, -0.26, 0.85, -0.34, -0.35, 0.24, -0.40, -0.49, -0.15, 1.10, -0.61, -0.61, -0.35, 1.07, -1.61, -1.10, -0.43, 0.25, -0.38, 0.17, 0.26, 0.34, 0.43, 0.42, 0.22, 0.52, 0.53, 0.46, 0.40, 0.67, 0.53, 0.50, 0.33, 0.22, 0.24, 0.02, 0.12, -0.59, -0.54, -0.40, 0.05, -0.33, 0.38, 0.38, 0.36, 0.26, 0.41]}

=====

{"formula": "C17H23FN2O5S", "method": "the ωB97M-V functional and the def2-TZVPD basis", "total_charge": 0, "homo_lumo_gap_ev": 9.274, "smiles": "O=C(NS(=O)(=O)Oc1ccccc1F)OC[C@@H]1CCCN2CCCC[C@@H]12", "elements": ["O", "C", "N", "S", "O", "O", "O", "C", "C", "C", "C", "C", "C", "F", "O", "C", "C", "C", "C", "C", "N", "C", "C", "C", "C", "C", "H", "H", "H", "H", "H", "H", "H", "H", "H", "H", "H", "H", "H", "H", "H", "H", "H", "H", "H", "H", "H", "H", "H"], "xyz": [[-3.75185, 1.35055, -1.66840], [-2.56238, 1.48331, -1.59445], [-1.78034, 2.01688, -2.60199], [-0.27925, 2.68615, -2.23282], [-0.35807, 3.41577, -1.02556], [0.14202, 3.32668, -3.42896], [0.60212, 1.40755, -1.94946], [1.15451, 0.68076, -2.97922], [0.54045, 0.51290, -4.21018], [1.15307, -0.24770, -5.19405], [2.37591, -0.85165, -4.95951], [2.99835, -0.69763, -3.73251], [2.38863, 0.06817, -2.75699], [2.99638, 0.22057, -1.56924], [-1.77971, 1.12084, -0.59240], [-2.40976, 0.60034, 0.58659], [-1.61751, -0.57849, 1.15602], [-2.56630, -1.48479, 1.94299], [-1.77938, -2.64799, 2.52718], [-0.65192, -2.10287, 3.39006], [0.24366, -1.27559, 2.60464], [1.38459, -0.87977, 3.41338], [2.41270, -0.11376, 2.59352], [1.75859, 1.13230, 2.01624], [0.54539, 0.70562, 1.20155], [-0.44051, -0.11588, 2.03668], [-2.27862, 2.43345, -3.37261], [-0.40817, 0.98956, -4.38827], [0.66656, -0.36627, -6.14939], [2.84831, -1.44210, -5.72864], [3.95199, -1.15413, -3.51987], [-3.42400, 0.28745, 0.31651], [-2.47380, 1.41557, 1.31445], [-1.20223, -1.14847, 0.31950], [-3.36086, -1.85146, 1.29031], [-3.02944, -0.91201, 2.75036], [-1.35278, -3.24471, 1.72014], [-2.42761, -3.28811, 3.12763], [-0.06856, -2.93098, 3.80193], [-1.08269, -1.53772, 4.23963], [1.83607, -1.79163, 3.81515], [1.06515, -0.25604, 4.27076], [2.76667, -0.74721, 1.77958], [3.26278, 0.14498, 3.22745], [2.45602, 1.67509, 1.37775], [1.44990, 1.79740, 2.82679], [0.04893, 1.58265, 0.78991], [0.88292, 0.09064, 0.36692], [-0.84593, 0.52179, 2.85089]], "atomic_forces_ev_per_a": [[-0.2, 0.1, -0.2], [-0.4, -0.3, 0.3], [0.9, 0.3, 0.1], [-0.6, 0.6, -0.6], [0.2, -0.2, 0.3], [0.0, -0.2, -0.2], [0.0, 0.4, 0.5], [0.5, -0.6, -0.8], [0.1, -0.1, 0.1], [-0.1, 0.0, 0.0], [0.0, 0.0, 0.0], [-0.1, 0.1, 0.1], [-0.2, 0.1, 0.1], [-0.1, 0.1, 0.0], [0.1, -0.2, 0.2], [-0.3, -0.4, 0.3], [-0.2, 0.3, 0.1], [0.2, -0.1, -0.2], [-0.1, 0.2, 0.3], [-0.1, -0.3, -0.1], [-0.1, 0.1, 0.1], [0.3, -0.1, -0.1], [-0.2, 0.2, 0.3], [0.0, -0.2, -0.2], [0.0, 0.2, 0.4], [0.0, -0.1, -0.5], [0.1, 0.2, -0.1], [0.0, -0.1, -0.1], [-0.1, 0.0, -0.1], [0.0, -0.1, -0.1], [0.1, 0.0, 0.1], [0.2, 0.1, 0.1], [0.0, 0.0, -0.1], [0.0, 0.0, 0.0], [-0.1, 0.1, 0.0], [-0.1, 0.0, 0.1], [0.0, -0.1, 0.0], [0.0, -0.1, 0.0], [0.0, 0.1, 0.1], [0.0, 0.0, 0.0], [-0.1, 0.1, 0.1], [0.0, 0.0, 0.0], [0.1, -0.1, 0.0], [0.0, 0.0, 0.0], [0.0, 0.1, 0.0], [0.0, 0.1, 0.0], [0.0, 0.0, 0.0], [0.0, -0.1, -0.1], [0.0, 0.0, 0.0]], "mulliken_charge": [-0.62, 0.50, -0.13, 1.31, -0.62, -0.65, -0.07, 0.71, -0.20, -0.87, -0.45, -0.57, 0.19, -0.26, -0.08, -1.44, 1.08, -1.19, -0.81, -0.70, 0.09, -0.68, -0.76, -1.18, -0.44, -0.08, 0.22, 0.42, 0.40, 0.38, 0.45, 0.55, 0.26, 0.05, 0.46, 0.32, 0.36, 0.41, 0.45, 0.34, 0.45, 0.34, 0.29, 0.43, 0.36, 0.38, 0.30, 0.29, 0.03]}

=====

Number 1: DFT total energy -2680.5831 a.u., HOMO -3.15 eV. Number 2: DFT total energy -2660.2321 a.u., HOMO -16.93 eV. Number 3: DFT total energy -3109.8807 a.u., HOMO -8.34 eV. Number 4: DFT total energy -1645.3771 a.u., HOMO -8.68 eV.